No. 1
Molecular formula: C12H38B2O6Pb
Method: DFT, ωB97M-V/def2-TZVPD

ORCA input file:
```
! RIJCOSX wB97M-V def2-TZVPD def2/J DEFGRID3
* xyz 0 1
Pb 7.445 -5.301 8.403
B 6.108 -4.791 10.499
H 6.468 -3.824 10.182
H 5.768 -4.613 11.507
H 5.307 -5.056 9.826
H 6.883 -5.542 10.500
B 8.975 -3.337 8.811
H 9.164 -4.001 9.640
H 9.119 -3.888 7.895
H 7.985 -2.909 8.775
H 9.739 -2.576 8.858
C 10.731 -5.597 6.404
O 9.498 -6.190 6.791
C 9.151 -7.288 5.882
C 7.819 -7.984 6.340
O 6.810 -6.968 6.459
C 5.803 -7.027 5.498
H 10.903 -4.726 7.036
H 10.695 -5.163 5.404
H 11.519 -6.349 6.446
H 9.971 -8.005 5.923
H 9.031 -6.770 4.930
H 8.048 -8.514 7.265
H 7.588 -8.697 5.549
H 4.997 -7.749 5.631
H 6.156 -7.199 4.482
H 5.347 -6.037 5.462
C 8.029 -3.496 5.333
O 6.936 -3.818 6.148
C 6.150 -2.735 6.571
C 4.720 -3.147 6.782
O 4.664 -4.525 7.237
C 3.441 -4.950 7.781
H 7.792 -2.930 4.432
H 8.477 -4.474 5.156
H 8.743 -2.904 5.904
H 6.178 -1.969 5.796
H 6.623 -2.213 7.403
H 4.186 -3.034 5.839
H 4.243 -2.523 7.537
H 3.526 -6.035 7.724
H 2.511 -4.742 7.251
H 3.355 -4.677 8.833
C 5.364 -8.470 9.062
O 6.608 -7.833 9.107
C 7.384 -8.376 10.184
C 8.904 -8.001 10.029
O 9.098 -6.646 9.794
C 10.472 -6.315 10.053
H 4.815 -8.432 10.003
H 5.476 -9.484 8.678
H 4.754 -7.954 8.321
H 7.449 -9.462 10.114
H 7.051 -8.136 11.194
H 9.356 -8.671 9.298
H 9.366 -8.386 10.938
H 10.674 -5.406 9.487
H 11.164 -7.096 9.736
H 10.684 -6.071 11.094
*
```

Calculated values
HOMO: -8.02 eV
E_tot: -1173.648525 a.u.
LUMO: 0.5 eV
Maximum force: 4.336 eV/Å

No. 2
Molecular formula: C24H36DyP2Si
Method: DFT, ωB97M-V/def2-TZVPD

ORCA input file:
```
! RIJCOSX wB97M-V def2-TZVPD def2/J DEFGRID3
* xyz 1 6
C 0.410 2.568 2.071
C 0.971 2.444 0.757
C -0.085 2.653 -0.191
H 2.006 2.225 0.513
C -1.292 2.946 0.536
C -0.986 2.876 1.937
H -1.679 3.027 2.766
H 0.946 2.438 3.012
H 0.019 2.600 -1.284
H -2.265 3.179 0.104
Dy -0.591 0.670 0.988
C 0.669 -2.595 -1.568
H 1.109 -1.570 -1.688
H -0.253 -2.973 -1.085
H 1.445 -2.944 -0.794
Si 0.097 0.567 -2.457
C 1.329 -0.044 -3.833
C 2.305 0.923 -4.153
H 2.184 1.937 -3.779
C 3.488 0.608 -4.836
H 4.276 1.357 -4.921
C 3.668 -0.669 -5.349
H 4.595 -0.945 -5.833
C 2.643 -1.616 -5.268
H 2.774 -2.622 -5.716
C 1.460 -1.281 -4.574
H 0.660 -2.041 -4.549
C -1.282 1.352 -3.397
C -1.181 1.577 -4.778
H -0.293 1.241 -5.262
C -2.263 2.048 -5.512
H -2.231 2.092 -6.589
C -3.447 2.349 -4.849
H -4.333 2.604 -5.411
C -3.555 2.232 -3.455
H -4.509 2.405 -2.964
C -2.461 1.767 -2.718
H -2.564 1.581 -1.647
H 0.935 -3.091 -2.523
H -0.251 -1.484 -1.377
C -3.323 -0.804 3.576
P -1.680 -0.058 3.508
C -1.734 0.805 5.108
C 1.251 -0.594 2.056
C 1.641 -0.895 3.463
P 1.492 -2.798 3.768
C 2.509 -2.932 5.297
C -0.217 -2.889 4.443
H -4.072 -0.102 3.957
H -3.286 -1.703 4.199
H -3.596 -1.084 2.553
H -1.718 0.068 5.926
H -0.859 1.459 5.211
H -2.650 1.409 5.179
H 1.419 -1.504 1.450
H 1.984 0.139 1.695
H 2.725 -0.789 3.562
H 1.120 -0.392 4.287
H 1.909 -2.792 6.198
H 2.950 -3.935 5.308
H 3.317 -2.201 5.248
H -0.171 -3.027 5.532
H -0.826 -1.982 4.165
H -0.655 -3.790 3.983
*
```

Calculated values
HOMO (alpha / beta): -8.48 / -8.48 eV
E_tot: -2792.732299 a.u.
LUMO (alpha / beta): -5.7 / -5.7 eV
Maximum force: 6.104 eV/Å